1.
The following is a quantum chemistry calculation of a molecular structure, CHCuFO, from OMol25.

```
5
CHCuFO wB97M-V/def2-TZVPD
Cu -1.02 0.65 -0.37
F -2.68 1.61 -0.08
O 0.88 -0.94 0.30
C 1.20 -0.13 -0.71
H 1.62 -1.18 0.87
```

- LUMO level (spin up / spin down): 3.88 / 3.88 eV
- Charge: -1
- E_HOMO (spin up / spin down): -0.0656 / -0.0654 hartree

Per-atom natural (NBO) charges, elementary charge units: number 1, Cu, carries 0.570; number 2, F, carries -0.905; number 3, O, carries -0.753; number 4, C, carries -0.330; number 5, H, carries 0.417

2.
The following is a quantum chemistry calculation of 2 unconnected molecules or ions with the total composition C12H17N, from OMol25.

```
30
C12H17N wB97M-V/def2-TZVPD
N -0.23 1.64 3.38
C -0.59 -0.57 3.04
C 1.10 2.16 1.34
C 1.64 1.58 0.23
C 0.21 -0.07 1.95
C -0.83 0.90 -3.16
C -0.98 -1.97 3.30
C 0.35 1.33 2.20
C -0.79 0.41 3.93
C 1.48 0.17 0.01
C -0.47 -0.59 -3.08
C 0.08 -1.09 -4.43
C 0.82 -0.75 0.85
H 2.18 2.25 -0.45
H 0.36 -0.41 -5.18
H 1.93 -0.14 -0.97
H 0.18 1.46 -3.17
H -0.41 2.50 3.52
H -1.47 1.27 -2.32
H -1.37 0.28 4.83
H 0.22 -0.67 -2.22
H -0.12 -2.51 3.80
H -2.04 -2.29 3.64
H -0.66 -1.65 -4.96
H 0.61 -1.87 0.91
H -1.39 -1.11 -2.76
H 1.43 3.14 1.60
H 0.91 -1.89 -4.21
H -1.38 1.12 -3.98
H -0.79 -2.64 2.38
```

- LUMO level: 0.96 eV
- Charge: 0
- SMILES: Cc1c[nH]c2ccccc12.CCC
- E_HOMO: -0.2985 hartree
- Relative energy (zero: lowest compared OMol25 entry of this formula, charge and spin): 2.642 eV

Per-atom natural (NBO) charges, elementary charge units: number 1, N, carries -0.513; number 2, C, carries -0.102; number 3, C, carries -0.248; number 4, C, carries -0.210; number 5, C, carries -0.095; number 6, C, carries -0.589; number 7, C, carries -0.654; number 8, C, carries 0.158; number 9, C, carries -0.044; number 10, C, carries -0.248; number 11, C, carries -0.408; number 12, C, carries -0.620; number 13, C, carries -0.199; number 14, H, carries 0.218; number 15, H, carries 0.210; number 16, H, carries 0.208; number 17, H, carries 0.193; number 18, H, carries 0.384; number 19, H, carries 0.207; number 20, H, carries 0.216; number 21, H, carries 0.207; number 22, H, carries 0.230; number 23, H, carries 0.240; number 24, H, carries 0.207; number 25, H, carries 0.234; number 26, H, carries 0.196; number 27, H, carries 0.211; number 28, H, carries 0.204; number 29, H, carries 0.192; number 30, H, carries 0.214

3.
The following is a quantum chemistry calculation of a molecular structure, C12H30ClO2P2RhSi, from OMol25.

```
49
C12H30ClO2P2RhSi wB97M-V/def2-TZVPD
Rh 0.09 -0.01 0.11
Cl -0.91 -0.37 -3.55
P -0.03 2.24 -0.16
P 0.17 -2.27 0.10
Si -0.49 0.10 2.37
O 3.04 0.12 0.54
O 1.65 0.25 -3.83
C 0.32 -2.72 -1.63
C -2.39 0.01 2.41
C 1.54 -3.14 0.92
C 1.27 3.30 0.52
C -1.62 2.97 0.32
C 0.49 -0.22 -5.91
C 0.65 -0.07 -4.43
C 0.21 -1.27 3.52
C 1.91 0.07 0.28
C -1.33 -3.10 0.69
C 0.08 1.66 3.32
C 0.06 2.52 -1.94
H -0.39 2.59 2.97
H -1.63 4.02 0.00
H 0.22 -3.81 -1.75
H -0.47 -2.20 -2.18
H 1.31 -1.29 3.51
H 1.29 -2.37 -2.02
H 1.38 -4.22 0.77
H 0.03 -1.18 -6.17
H -0.20 1.49 4.37
H 1.31 3.21 1.61
H 1.06 4.34 0.24
H 1.18 1.77 3.29
H -1.22 -4.18 0.50
H -2.72 0.07 3.45
H -2.83 0.85 1.85
H -1.77 2.91 1.40
H -0.78 2.00 -2.41
H -2.74 -0.94 1.98
H -2.20 -2.72 0.13
H -0.18 -2.28 3.31
H 0.98 2.07 -2.33
H 1.49 -0.18 -6.35
H -2.43 2.43 -0.19
H 2.24 3.01 0.09
H 1.55 -2.91 1.98
H -1.48 -2.93 1.76
H -0.10 -0.98 4.54
H -0.11 0.60 -6.32
H 2.48 -2.84 0.46
H 0.02 3.60 -2.16
```

- LUMO level (spin up / spin down): -5.50 / -11.55 eV
- Charge: +2
- E_HOMO (spin up / spin down): -0.4872 / -0.6053 hartree
- Spin multiplicity: 5
- Relative energy (zero: lowest compared OMol25 entry of this formula, charge and spin): 0.000 eV

Per-atom natural (NBO) charges, elementary charge units: number 1, Rh, carries 0.181; number 2, Cl, carries -0.121; number 3, P, carries 1.280; number 4, P, carries 1.282; number 5, Si, carries 1.192; number 6, O, carries -0.381; number 7, O, carries -0.506; number 8, C, carries -0.995; number 9, C, carries -1.132; number 10, C, carries -0.982; number 11, C, carries -0.983; number 12, C, carries -0.975; number 13, C, carries -0.739; number 14, C, carries 0.600; number 15, C, carries -1.100; number 16, C, carries 0.327; number 17, C, carries -0.975; number 18, C, carries -1.079; number 19, C, carries -0.994; number 20, H, carries 0.235; number 21, H, carries 0.290; number 22, H, carries 0.280; number 23, H, carries 0.278; number 24, H, carries 0.251; number 25, H, carries 0.273; number 26, H, carries 0.288; number 27, H, carries 0.267; number 28, H, carries 0.281; number 29, H, carries 0.271; number 30, H, carries 0.290; number 31, H, carries 0.252; number 32, H, carries 0.288; number 33, H, carries 0.273; number 34, H, carries 0.245; number 35, H, carries 0.264; number 36, H, carries 0.273; number 37, H, carries 0.246; number 38, H, carries 0.275; number 39, H, carries 0.235; number 40, H, carries 0.284; number 41, H, carries 0.266; number 42, H, carries 0.275; number 43, H, carries 0.276; number 44, H, carries 0.273; number 45, H, carries 0.266; number 46, H, carries 0.277; number 47, H, carries 0.276; number 48, H, carries 0.274; number 49, H, carries 0.279

4.
The following is a quantum chemistry calculation of 2 unconnected molecules or ions with the total composition H5N3S, from OMol25.

```
9
H5N3S wB97M-V/def2-TZVPD
S 0.65 0.00 0.70
N 0.89 -1.37 -0.14
N 1.15 1.10 -0.28
N -1.81 0.32 0.36
H 0.32 -2.25 0.16
H 1.48 1.93 0.26
H -1.84 1.29 0.61
H -1.49 0.25 -0.58
H 0.65 -1.28 -1.09
```

- LUMO level (spin up / spin down): 0.86 / -1.23 eV
- Charge: 0
- E_HOMO (spin up / spin down): -0.2482 / -0.3630 hartree
- Spin multiplicity: 3
- Relative energy (zero: lowest compared OMol25 entry of this formula, charge and spin): 1.124 eV

Per-atom natural (NBO) charges, elementary charge units: number 1, S, carries 0.915; number 2, N, carries -1.030; number 3, N, carries -0.982; number 4, N, carries -0.659; number 5, H, carries 0.402; number 6, H, carries 0.370; number 7, H, carries 0.308; number 8, H, carries 0.297; number 9, H, carries 0.380

5.
The following is a quantum chemistry calculation of a gas-phase ion, C6H12N3 (charge +1), from OMol25.

```
21
C6H12N3 wB97M-V/def2-TZVPD
N -1.76 -0.23 0.03
N -1.03 -1.14 -0.18
N 1.80 0.07 -0.09
C -1.32 1.07 0.39
C 2.92 -0.47 -0.13
C 4.06 0.40 -0.13
C -3.14 -0.48 -0.04
C 0.61 -1.02 -0.07
C -4.04 0.42 -0.36
H -3.83 1.55 -0.54
H -5.06 0.33 -0.41
H 3.02 -1.52 -0.34
H -2.16 1.78 -0.01
H -0.21 1.23 0.22
H -1.32 1.15 1.47
H 0.53 -1.51 0.93
H 4.69 0.14 -0.97
H -3.33 -1.51 0.20
H 4.69 0.06 0.85
H 3.88 1.43 -0.02
H 0.98 -1.76 -0.81
```

- LUMO level: -4.98 eV
- Charge: +1
- SMILES: C=C/[N+](C)=N/C/N=C/C
- E_HOMO: -0.5086 hartree
- Relative energy (zero: lowest compared OMol25 entry of this formula, charge and spin): 6.544 eV

Per-atom natural (NBO) charges, elementary charge units: number 1, N, carries 0.006; number 2, N, carries 0.055; number 3, N, carries -0.438; number 4, C, carries -0.501; number 5, C, carries 0.148; number 6, C, carries -0.651; number 7, C, carries -0.088; number 8, C, carries -0.161; number 9, C, carries -0.271; number 10, H, carries 0.218; number 11, H, carries 0.242; number 12, H, carries 0.175; number 13, H, carries 0.254; number 14, H, carries 0.296; number 15, H, carries 0.261; number 16, H, carries 0.229; number 17, H, carries 0.248; number 18, H, carries 0.256; number 19, H, carries 0.243; number 20, H, carries 0.249; number 21, H, carries 0.229

6.
The following is a quantum chemistry calculation of a molecular structure, C27H73BrF3GaO13PS9, from OMol25.

```
128
C27H73BrF3GaO13PS9 wB97M-V/def2-TZVPD
Br -3.35 5.73 -1.80
Ga -2.63 3.83 -0.47
S 5.92 -0.74 -4.37
S -8.12 0.24 -3.15
S -1.43 7.96 1.14
S -2.18 -8.63 4.99
S -3.74 -6.14 -2.83
S 8.35 1.82 1.01
S 3.85 6.25 5.41
S -2.25 -3.95 2.27
S 1.32 -6.16 -1.47
P 2.00 3.39 -1.48
F -2.93 -0.24 0.64
F -5.08 -0.19 1.39
F -4.61 -0.89 -0.72
O 4.96 -0.27 -3.34
O -8.22 0.93 -4.47
O 7.02 1.90 0.32
O 2.82 4.12 -0.20
O -5.78 1.63 -0.75
O -3.63 -6.55 -1.40
O 3.01 5.53 4.41
O 1.23 -5.46 -2.79
O -2.35 -9.46 3.76
O 1.92 1.71 -1.40
O -1.35 6.62 0.50
O 2.72 3.86 -2.76
O -2.14 -4.36 3.70
C -1.24 9.19 -0.17
C 0.21 3.98 -1.67
C 4.19 0.97 -0.61
C 0.17 8.28 1.92
C -9.80 0.08 -2.50
C -0.35 -6.30 -0.82
C 3.00 7.79 5.83
C -7.88 -1.52 -3.47
C -3.31 2.01 -1.18
C 5.21 7.02 4.52
C -3.54 -2.69 2.16
C 5.04 -0.76 -5.95
C 1.54 -7.92 -1.80
C 9.40 0.73 0.02
C -0.92 -9.43 6.01
C 1.71 4.32 2.11
C -4.68 -7.42 -3.69
C 8.17 0.69 2.40
C 7.00 0.66 -4.78
C -3.19 -5.23 1.41
C -4.26 0.02 0.27
C 3.15 1.07 -1.83
C -5.01 -4.87 -2.93
C -0.59 3.92 -0.29
C -1.18 -7.20 4.54
C -4.45 1.52 -0.19
C 2.61 3.49 1.09
H -0.26 -7.53 4.04
H -4.41 2.18 0.73
H -0.35 8.98 -0.76
H 8.88 -0.21 -0.17
H -1.33 -10.37 6.38
H 0.76 -8.26 -2.49
H 1.32 5.29 1.69
H -7.92 -2.07 -2.53
H -5.20 -4.63 -3.98
H -8.64 -1.88 -4.15
H -0.14 3.07 0.32
H 9.14 0.51 2.85
H 2.52 -8.06 -2.26
H -5.61 -7.61 -3.16
H -10.17 1.08 -2.27
H 2.20 2.44 1.05
H 2.88 -0.01 -2.07
H 2.22 4.45 3.12
H 2.09 7.54 6.36
H 9.61 1.23 -0.93
H -0.33 4.87 0.26
H -1.01 -6.75 -1.56
H -0.32 3.34 -2.45
H 4.28 -1.54 -5.91
H -1.75 -6.57 3.87
H -0.69 -8.79 6.86
H -3.19 -1.80 2.67
H 0.29 7.59 2.75
H 7.73 -0.26 2.06
H 4.78 1.92 -0.51
H -3.79 2.15 -2.21
H 6.39 1.53 -5.03
H 2.75 8.33 4.91
H 7.64 0.39 -5.62
H 10.33 0.55 0.55
H 7.51 1.15 3.13
H -4.65 -3.98 -2.42
H -2.12 9.15 -0.81
H -0.03 -9.62 5.42
H 0.79 3.68 2.32
H 0.97 8.13 1.20
H -4.88 -7.09 -4.71
H 4.57 0.21 -6.12
H 4.82 7.61 3.69
H -2.59 -6.14 1.38
H 0.29 5.03 -2.05
H 3.64 3.40 1.57
H 5.75 -0.98 -6.75
H -3.39 -4.91 0.39
H 5.86 6.23 4.13
H -5.93 -5.22 -2.45
H -3.24 4.01 1.03
H -10.44 -0.38 -3.25
H 3.57 0.78 0.32
H -1.17 10.19 0.27
H 3.60 1.48 -2.77
H 3.64 8.40 6.46
H -5.91 2.54 -1.05
H -0.34 -6.91 0.09
H -2.51 1.23 -1.30
H 7.62 0.88 -3.91
H 5.78 7.65 5.20
H -9.78 -0.52 -1.59
H 1.49 -8.47 -0.87
H -4.45 -3.05 2.64
H -6.89 -1.65 -3.92
H -3.73 -2.46 1.12
H -4.12 -5.43 1.93
H 0.19 9.31 2.30
H -0.72 -5.30 -0.57
H -4.08 -8.33 -3.71
H -0.93 -6.63 5.44
H 4.82 0.06 -0.79
```

- LUMO level: 1.65 eV
- Charge: -1
- E_HOMO: -0.1735 hartree
- Relative energy (zero: lowest compared OMol25 entry of this formula, charge and spin): 2.867 eV

These are the Löwdin partial charges, in e, on atoms 1 to 99: number 1, Br, carries 0.034; number 2, Ga, carries 0.084; number 3, S, carries 0.829; number 4, S, carries 0.816; number 5, S, carries 0.817; number 6, S, carries 0.802; number 7, S, carries 0.822; number 8, S, carries 0.809; number 9, S, carries 0.832; number 10, S, carries 0.833; number 11, S, carries 0.807; number 12, P, carries 0.672; number 13, F, carries 0.065; number 14, F, carries 0.068; number 15, F, carries 0.087; number 16, O, carries -0.541; number 17, O, carries -0.554; number 18, O, carries -0.540; number 19, O, carries -0.232; number 20, O, carries -0.071; number 21, O, carries -0.558; number 22, O, carries -0.558; number 23, O, carries -0.556; number 24, O, carries -0.568; number 25, O, carries -0.260; number 26, O, carries -0.614; number 27, O, carries -0.377; number 28, O, carries -0.574; number 29, C, carries -0.270; number 30, C, carries -0.276; number 31, C, carries -0.092; number 32, C, carries -0.282; number 33, C, carries -0.274; number 34, C, carries -0.274; number 35, C, carries -0.270; number 36, C, carries -0.277; number 37, C, carries -0.215; number 38, C, carries -0.269; number 39, C, carries -0.271; number 40, C, carries -0.268; number 41, C, carries -0.279; number 42, C, carries -0.276; number 43, C, carries -0.284; number 44, C, carries -0.088; number 45, C, carries -0.268; number 46, C, carries -0.274; number 47, C, carries -0.266; number 48, C, carries -0.276; number 49, C, carries -0.431; number 50, C, carries -0.298; number 51, C, carries -0.265; number 52, C, carries -0.351; number 53, C, carries -0.270; number 54, C, carries -0.366; number 55, C, carries -0.292; number 56, H, carries 0.060; number 57, H, carries 0.091; number 58, H, carries 0.059; number 59, H, carries 0.057; number 60, H, carries 0.043; number 61, H, carries 0.054; number 62, H, carries 0.064; number 63, H, carries 0.049; number 64, H, carries 0.054; number 65, H, carries 0.052; number 66, H, carries 0.040; number 67, H, carries 0.047; number 68, H, carries 0.045; number 69, H, carries 0.057; number 70, H, carries 0.048; number 71, H, carries 0.095; number 72, H, carries 0.113; number 73, H, carries 0.027; number 74, H, carries 0.050; number 75, H, carries 0.045; number 76, H, carries 0.002; number 77, H, carries 0.032; number 78, H, carries 0.090; number 79, H, carries 0.051; number 80, H, carries 0.006; number 81, H, carries 0.049; number 82, H, carries 0.054; number 83, H, carries 0.042; number 84, H, carries 0.058; number 85, H, carries 0.058; number 86, H, carries 0.062; number 87, H, carries 0.063; number 88, H, carries 0.053; number 89, H, carries 0.047; number 90, H, carries 0.047; number 91, H, carries 0.049; number 92, H, carries 0.050; number 93, H, carries 0.046; number 94, H, carries 0.053; number 95, H, carries 0.075; number 96, H, carries 0.058; number 97, H, carries 0.052; number 98, H, carries 0.062; number 99, H, carries 0.059

Number 1: E_tot -1854.17813 Eh. Number 2: E_tot -522.12320 Eh. Number 3: E_tot -2167.94947 Eh. Number 4: E_tot -565.27817 Eh. Number 5: E_tot -399.64053 Eh. Number 6: E_tot -10773.90387 Eh.